No. 1
{"formula": "C3H8N2O2", "method": "ωB97M-V/def2-TZVPD", "relative_energy_kj_mol": 164.3, "lumo_ev": 0.663, "gap_ha": 0.3808, "fmax_ev_per_a": 4.87, "e_homo_ev": -9.698, "elements": ["N", "C", "C", "N", "C", "O", "O", "H", "H", "H", "H", "H", "H", "H", "H"], "xyz": [[1.725, 1.476, 1.133], [0.309, 1.072, 0.692], [0.430, 0.262, -0.656], [-0.948, -0.214, -0.856], [-1.297, -1.512, -0.725], [-2.467, -1.712, -0.374], [-0.568, -2.428, -1.317], [2.091, 0.689, 1.785], [1.605, 2.307, 1.819], [-0.334, 0.465, 1.396], [-0.160, 1.925, 0.422], [1.244, -0.460, -0.583], [0.876, 0.993, -1.408], [-1.703, 0.326, -0.452], [-0.802, -3.188, -0.875]], "lowdin_charge": [-0.044, -0.258, -0.170, 0.061, -0.633, 0.043, 0.177, 0.090, 0.086, 0.127, 0.057, 0.111, 0.129, 0.141, 0.083]}

=====

No. 2
{"formula": "C18H10Cl2F6MoN4O2P", "method": "ωB97M-V/def2-TZVPD", "spin_multiplicity": 2, "lumo_ev": [-13.507, -13.680], "gap_ha": [0.2133, 0.2337], "fmax_ev_per_a": 10.13, "e_homo_ev": [-19.312, -20.040], "charge": 4, "elements": ["Mo", "Cl", "C", "C", "C", "N", "C", "O", "C", "C", "C", "C", "C", "N", "C", "C", "C", "Cl", "N", "C", "O", "C", "C", "C", "C", "C", "N", "H", "H", "H", "H", "H", "H", "H", "H", "H", "H", "F", "P", "F", "F", "F", "F", "F"], "xyz": [[-0.410, -0.968, -0.291], [-1.770, 4.839, 2.999], [-1.669, 3.480, 1.948], [-0.618, 2.699, 1.915], [-0.789, 1.442, 1.236], [0.088, 0.355, 1.220], [1.336, 0.486, 1.723], [1.784, 1.448, 2.278], [2.114, -0.695, 1.295], [3.392, -0.911, 1.637], [3.990, -2.087, 1.208], [3.289, -3.037, 0.417], [1.993, -2.635, 0.073], [1.388, -1.527, 0.499], [-2.053, 1.256, 0.508], [-3.149, 2.011, 0.416], [-3.001, 3.202, 1.309], [-4.328, 4.163, 1.478], [-1.774, 0.197, -0.456], [-2.448, -3.717, -1.332], [-2.542, -3.996, -2.422], [-2.631, -3.371, 0.059], [-3.748, -3.998, 0.569], [-4.045, -3.798, 1.973], [-3.171, -3.055, 2.672], [-2.098, -2.395, 1.998], [-1.788, -2.510, 0.740], [0.337, 2.907, 2.393], [3.923, -0.157, 2.224], [4.984, -2.295, 1.617], [3.766, -3.951, 0.287], [1.446, -3.286, -0.579], [-3.983, 1.690, -0.208], [-4.433, -4.622, 0.081], [-5.043, -4.205, 2.391], [-3.360, -2.742, 3.690], [-1.540, -1.681, 2.613], [0.539, 0.235, -1.458], [5.311, 6.732, -7.429], [5.101, 5.591, -6.443], [4.448, 6.366, -8.711], [-0.262, -2.401, -1.514], [4.762, 8.062, -6.964], [6.665, 6.884, -7.658]], "lowdin_charge": [1.933, 0.858, -0.580, -0.001, -0.095, -0.027, -0.413, 0.194, -0.167, 0.060, 0.065, 0.073, -0.066, -0.082, -0.242, 0.026, -0.587, 0.953, -0.040, 0.096, 0.431, -0.191, 0.112, 0.057, 0.038, -0.064, -0.016, 0.137, 0.163, 0.151, 0.118, 0.110, 0.151, 0.144, 0.193, 0.147, 0.138, -0.369, 0.583, 0.077, 0.036, -0.409, 0.094, 0.209]}